Record 1
The following is a DFT calculation (ωB97M-V/def2-TZVPD) of a structure of composition C24H39N2O2P3PtS at a distorted geometry.

Last column: Mulliken charge in e.
Geometry (Å):
P -0.58253 -1.34230 2.69303  1.02
C 0.92697 -1.30388 3.72343  -1.11
H 0.80925 -2.01447 4.55391  0.55
H 1.09853 -0.29154 4.11623  0.37
H 1.78285 -1.59567 3.09943  0.30
C -1.86442 -0.78301 3.88284  -1.37
H -2.86320 -0.86382 3.43280  0.40
H -1.68290 0.26890 4.15054  0.41
H -1.82101 -1.40752 4.78551  0.51
C -0.91119 -3.14094 2.64392  -1.23
H -1.10285 -3.50271 3.66267  0.54
H -0.03790 -3.65715 2.22592  0.41
H -1.78081 -3.35252 2.00968  0.31
P -0.10639 -2.16333 -2.58165  0.29
C 1.68143 -2.41558 -2.80616  -1.07
H 1.82998 -3.06061 -3.68945  0.56
H 2.11041 -2.89869 -1.91603  0.36
H 2.17312 -1.44328 -2.96403  0.25
C -0.82974 -3.82943 -2.41867  -1.24
H -1.92653 -3.77916 -2.41610  0.33
H -0.49416 -4.25820 -1.46129  0.35
H -0.47372 -4.45175 -3.24996  0.51
C -0.69821 -1.40315 -4.12780  -1.22
H -0.64792 -2.15473 -4.92755  0.52
H -0.04205 -0.55154 -4.36125  0.35
H -1.72633 -1.03608 -4.01067  0.31
P -0.80511 2.81838 -0.82779  0.96
C 0.60570 3.95562 -0.98956  -1.10
H 0.22740 4.98866 -0.99190  0.50
H 1.11770 3.74497 -1.93654  0.38
H 1.30278 3.82554 -0.15096  0.26
C -1.73485 3.13652 -2.35946  -1.24
H -1.82346 4.22118 -2.50583  0.52
H -2.73690 2.69440 -2.30842  0.32
H -1.18180 2.69410 -3.19726  0.38
C -1.82731 3.64922 0.45506  -1.27
H -2.03603 4.68177 0.12787  0.54
H -1.27504 3.67322 1.40479  0.32
H -2.78243 3.13233 0.61151  0.39
Pt -1.12109 -0.83636 -0.79903  1.53
C 0.36720 -1.47287 0.30557  0.33
O 1.45452 -1.91017 0.42383  -0.35
C -0.03417 0.78412 -1.32309  0.01
O 0.98573 0.88504 -1.96356  -0.37
C -3.12303 0.01079 -1.70555  -1.27
C -3.31973 0.67826 -0.48028  -0.64
C -3.26258 -0.03490 0.72053  -0.82
C -3.18240 -1.43484 0.71338  -0.47
C -2.98003 -2.12612 -0.50151  -1.25
C -3.05379 -1.40959 -1.73680  -1.28
H -3.14296 0.57256 -2.64286  0.54
H -3.57562 1.74268 -0.46973  1.35
H -3.35756 0.50955 1.66556  0.53
H -3.31180 -1.99403 1.64126  1.30
H -2.83708 -3.20562 -0.51750  0.59
H -3.03318 -1.93604 -2.68429  1.10
N 0.21205 1.94476 2.17502  0.24
C 1.51522 1.72341 1.81558  -0.13
N 1.89604 0.91879 0.85157  0.67
C 3.27458 0.93299 0.70835  -0.39
C 4.04560 0.22761 -0.22913  -0.30
C 5.43419 0.34711 -0.21596  -0.71
C 6.07211 1.17026 0.71996  -0.52
C 5.33189 1.90546 1.64696  -0.48
C 3.94730 1.78162 1.62772  0.91
S 2.78547 2.60142 2.63812  -0.14
H 0.10118 2.43440 3.06083  0.40
H -0.45726 1.20481 1.97543  -0.58
H 3.53832 -0.40075 -0.95914  0.38
H 6.02588 -0.20887 -0.94319  0.48
H 7.15179 1.24279 0.72089  0.48
H 5.78186 2.56798 2.38027  0.49

The calculation puts the energy above the lowest of the compared OMol25 structures with the same formula, charge and spin at 0.0 kJ/mol. The strongest force on any atom comes out at 4.90 eV Å⁻¹. Its net charge is +4. The calculation puts the LUMO energy (alpha / beta) at -11.582 / -15.268 eV. As for the multiplicity: 5. As for the energy: -2737.8580 Ha.



Record 2
The following is a DFT calculation (ωB97M-V/def2-TZVPD) of an isolated molecule of C4H4ClOP at a distorted geometry.

Last column: Mulliken charge in e.
Geometry (Å):
O -0.66688 -3.49898 -0.43995  -0.48
P -0.81482 -2.32615 0.42520  0.26
C 0.57762 -1.13963 0.07042  -0.61
C 0.46565 0.25054 0.10484  -0.12
C -0.82006 0.89596 0.29222  -0.05
C -1.88218 0.25026 -0.11301  -0.42
Cl -3.45327 0.66827 -0.04203  -0.13
H 1.34606 -1.69056 -0.26930  0.48
H 1.37502 0.90559 0.32116  0.27
H -0.76042 1.85886 0.68797  0.42
H -1.71324 -0.60438 -0.70106  0.39

The calculation puts the energy above the lowest of the compared OMol25 structures with the same formula, charge and spin at 145.4 kJ/mol. The strongest force on any atom comes out at 4.96 eV Å⁻¹. Its net charge is 0. The calculation puts the LUMO energy at -0.727 eV. As for the multiplicity: 1. As for the energy: -1031.5232 Ha. The SMILES is O=P/C=C\C=C\Cl.



Record 3
The following is a DFT calculation (ωB97M-V/def2-TZVPD) of a cluster of 2 separate species, C31H31ClNO6 in total at a distorted geometry.

Last column: Mulliken charge in e.
Geometry (Å):
C -1.48898 -4.71168 0.41471  -1.15
C -0.04771 -4.31390 0.20143  -0.27
O 0.02143 -2.89784 -0.16033  -0.19
C 1.28892 -2.44064 -0.27716  0.18
C 1.39396 -1.26112 -1.19876  0.06
C 0.48396 -0.24573 -1.29280  0.36
C 0.15195 0.35695 -2.56621  1.02
C -0.52147 1.60021 -2.67511  -0.35
C -0.69775 2.18967 -3.92687  0.16
Cl -1.55214 3.68386 -4.05253  -0.25
C -0.19248 1.58135 -5.08717  -0.47
C 0.34985 0.29349 -5.00578  -0.73
C 0.45719 -0.33027 -3.76722  -0.59
C 2.62923 -1.32597 -2.05513  -0.18
O 3.32499 -0.38689 -2.39690  -0.63
O 2.87440 -2.61041 -2.39113  -0.16
C 4.13932 -2.82258 -3.04429  -0.23
C 4.22758 -4.28793 -3.36198  -1.23
O 2.25831 -2.93878 0.26554  -0.64
H -1.51482 -5.61213 1.03848  0.35
H -2.08498 -3.92142 0.88412  0.26
H -1.94661 -4.95901 -0.54929  0.31
H 0.55735 -4.48535 1.10078  0.33
H 0.37509 -4.89087 -0.63483  0.25
H 0.01194 0.10679 -0.38043  0.33
H -0.86614 2.11444 -1.78134  0.46
H -0.25753 2.11128 -6.03012  0.42
H 0.70270 -0.23150 -5.89896  0.36
H 0.82720 -1.35835 -3.68302  0.50
H 4.19724 -2.22331 -3.96186  0.30
H 4.94220 -2.50611 -2.36627  0.30
H 5.21060 -4.48857 -3.78819  0.40
H 4.08096 -4.91221 -2.47962  0.30
H 3.46956 -4.57450 -4.09229  0.29
C -0.03575 6.29519 -1.79136  -0.95
C 0.76685 5.36214 -0.92030  -0.25
O -0.08042 4.29885 -0.41591  -0.24
C 0.55503 3.40666 0.39306  -0.21
C -0.35961 2.28046 0.78913  -0.47
N -0.17717 1.66638 1.91233  -0.04
C -0.85589 0.77035 2.61307  -0.13
C -0.29506 0.31104 3.88206  0.70
C -0.73762 -0.89078 4.48746  -0.57
C -0.28423 -1.24506 5.75051  -0.73
C 0.59277 -0.39654 6.43875  -0.38
C 1.04240 0.79003 5.84275  -0.56
C 0.66300 1.10164 4.53301  -0.49
C -2.22182 0.34968 2.26356  0.56
C -3.23737 0.24048 3.25249  -0.62
C -4.58063 0.16262 2.88223  -0.65
C -4.93771 0.09957 1.52610  -0.55
C -3.93188 0.08573 0.55021  -0.92
C -2.59459 0.18290 0.92362  0.26
O 1.71876 3.52020 0.73450  -0.68
H 0.66387 6.93058 -2.34830  0.37
H -0.65840 5.76391 -2.51974  0.08
H -0.67978 6.93977 -1.19029  0.30
H 1.57764 4.90634 -1.50790  0.28
H 1.20494 5.91088 -0.07367  0.32
H -1.24718 2.16704 0.15447  0.74
H -1.45322 -1.52233 3.95932  0.52
H -0.62039 -2.18357 6.19064  0.35
H 0.92527 -0.66921 7.43997  0.34
H 1.70287 1.46816 6.38568  0.36
H 1.06122 1.97917 4.01964  0.45
H -2.96563 0.24661 4.31053  0.48
H -5.35291 0.15836 3.65223  0.38
H -5.98783 0.05784 1.22654  0.34
H -4.16843 0.02465 -0.51398  0.41
H -1.81641 0.12923 0.16816  0.33

The calculation puts the energy above the lowest of the compared OMol25 structures with the same formula, charge and spin at 0.0 kJ/mol. The strongest force on any atom comes out at 2.17 eV Å⁻¹. Its net charge is -1. The calculation puts the LUMO energy at 1.584 eV. As for the multiplicity: 1. As for the energy: -2166.2885 Ha.



Record 4
The following is a DFT calculation (ωB97M-V/def2-TZVPD) of an isolated molecule of C6H14O.

Last column: Mulliken charge in e.
Geometry (Å):
C -1.73304 -0.58159 -1.19534  -1.47
C -1.11346 -0.33631 0.18308  0.84
C -2.11908 0.31389 1.12909  -1.58
C 0.14939 0.53402 0.12367  -1.11
C 1.41769 -0.21347 -0.25673  0.43
C 2.64417 0.68072 -0.12753  -1.40
O 1.52250 -1.31414 0.63905  -0.54
H -2.67059 -1.14313 -1.10180  0.39
H -1.06875 -1.16389 -1.84472  0.35
H -1.96342 0.36301 -1.70604  0.33
H -0.82391 -1.30928 0.59779  0.24
H -3.02662 -0.29081 1.22829  0.41
H -2.40469 1.30642 0.75738  0.32
H -1.68379 0.44262 2.12720  0.39
H 0.32570 0.98355 1.11080  0.38
H 0.00239 1.36747 -0.57875  0.42
H 1.32656 -0.57884 -1.29420  0.15
H 2.75235 0.97857 0.92151  0.35
H 2.56147 1.58554 -0.73972  0.33
H 3.55263 0.14618 -0.42972  0.41
H 2.35249 -1.77055 0.45668  0.35

The calculation puts the energy above the lowest of the compared OMol25 structures with the same formula, charge and spin at 16.4 kJ/mol. The strongest force on any atom comes out at 0.36 eV Å⁻¹. Its net charge is 0. The calculation puts the LUMO energy at 0.982 eV. As for the multiplicity: 1. As for the energy: -312.2488 Ha. The SMILES is CC(C)C[C@@H](C)O.



Record 5
The following is a DFT calculation (ωB97M-V/def2-TZVPD) of an isolated molecule of C7H7N at a distorted geometry.

Last column: Mulliken charge in e.
Geometry (Å):
C -0.76060 -1.46404 0.03374  -0.70
C -1.99825 -0.75597 -0.29118  0.36
N -2.93954 0.06236 -0.18254  -0.58
C -1.76126 0.81505 0.14474  0.50
C -0.59714 0.81038 1.04297  -0.73
C 0.24036 -0.35751 0.44100  -0.10
C 0.53018 0.52658 -0.79316  -0.73
C -0.54769 1.50349 -0.32656  -0.61
H -0.97472 -2.15773 0.85313  0.36
H -0.39572 -2.04493 -0.81495  0.31
H -0.50921 1.21886 2.03345  0.45
H 1.11224 -0.72744 0.97918  0.48
H 1.51222 0.99509 -0.74130  0.30
H 0.40598 0.06105 -1.77334  0.31
H -0.52853 2.56015 -0.54415  0.39

The calculation puts the energy above the lowest of the compared OMol25 structures with the same formula, charge and spin at 498.3 kJ/mol. The strongest force on any atom comes out at 2.31 eV Å⁻¹. Its net charge is 0. The calculation puts the LUMO energy at 0.841 eV. As for the multiplicity: 1. As for the energy: -325.4689 Ha. The SMILES is C1C2=N[C@@]23[C@H]2[C@@H]1C[C@H]23.